1.
C92H60O18 | wB97M-V/def2-TZVPD

Structure (ORCA input):
```
! RIJCOSX wB97M-V def2-TZVPD def2/J DEFGRID3
* xyz 0 1
O -5.10285 4.11764 -2.21032
C -4.73397 4.99827 -1.46827
C -3.84914 6.09977 -1.89342
C -3.02836 5.86003 -3.01256
C -2.08184 6.77655 -3.32931
C -1.87924 7.95184 -2.54194
C -2.57075 8.18396 -1.40155
C -3.53140 7.20288 -1.05684
C -4.26600 7.41350 0.19466
O -4.19883 8.45182 0.82796
C -5.17232 6.28355 0.67128
C -5.87863 6.45660 1.84818
C -6.71834 5.43936 2.29704
C -6.82820 4.27041 1.57030
C -6.17938 4.11280 0.36809
C -5.31316 5.07510 -0.07658
H -3.24727 4.92878 -3.52844
H -1.47557 6.55354 -4.18964
H -1.06117 8.58288 -2.84134
H -2.35329 9.07290 -0.81998
H -5.78115 7.40943 2.38259
H -7.24578 5.45392 3.28753
H -7.47916 3.52035 1.91782
H -6.32529 3.22368 -0.20557
O 5.86464 -3.09885 -3.37056
C 6.65869 -3.72156 -2.73505
C 6.67249 -3.61573 -1.29994
C 5.63070 -2.90728 -0.74531
C 5.37046 -3.01002 0.55132
C 6.15609 -3.83275 1.37713
C 7.14056 -4.58069 0.83484
C 7.46274 -4.46388 -0.54354
C 8.59757 -5.24970 -1.13576
O 9.40103 -5.86847 -0.47433
C 8.60345 -5.28040 -2.64910
C 9.48212 -6.12045 -3.32160
C 9.34234 -6.28816 -4.66769
C 8.38749 -5.64644 -5.40800
C 7.59200 -4.77219 -4.76373
C 7.62211 -4.63571 -3.40644
H 4.99660 -2.40043 -1.44714
H 4.57034 -2.48264 1.05480
H 5.81267 -4.04076 2.39716
H 7.59436 -5.34670 1.40689
H 10.11124 -6.69456 -2.65788
H 10.05437 -6.90575 -5.23125
H 8.47658 -5.74320 -6.46978
H 6.83958 -4.26558 -5.33005
O -5.90853 -2.33260 4.24554
C -5.21118 -2.72248 3.31863
C -5.71156 -3.77817 2.44257
C -6.87270 -4.49951 2.83611
C -7.38301 -5.42574 1.91270
C -6.76210 -5.51249 0.65677
C -5.65467 -4.79945 0.27179
C -5.09555 -3.95548 1.18570
C -3.77875 -3.32833 0.87658
O -3.02799 -3.59300 -0.08097
C -3.23208 -2.35520 1.88469
C -1.98982 -1.70069 1.50347
C -1.49125 -0.70583 2.42519
C -2.22572 -0.41788 3.57928
C -3.41822 -1.03175 3.88599
C -3.88946 -2.03045 3.04609
H -7.33009 -4.35662 3.78202
H -8.25394 -6.05867 2.03988
H -7.02313 -6.28141 -0.04483
H -5.28588 -4.96037 -0.72973
H -1.50861 -2.10034 0.62401
H -0.53035 -0.24794 2.28392
H -1.72237 0.22341 4.32108
H -3.94755 -0.81340 4.82981
O -7.33807 -3.05162 -2.44113
C -7.66485 -2.63110 -1.39655
C -6.79470 -1.57766 -0.67922
C -5.61857 -1.12500 -1.23207
C -4.81571 -0.27207 -0.51283
C -5.26385 0.25467 0.72923
C -6.44406 -0.20176 1.30945
C -7.24616 -1.07970 0.59049
C -8.58163 -1.38091 1.02439
O -9.14726 -0.57767 1.74912
C -9.17768 -2.68020 0.63505
C -10.10350 -3.29134 1.40120
C -10.70618 -4.42541 0.94054
C -10.30611 -5.07558 -0.21273
C -9.26290 -4.49831 -0.87613
C -8.75569 -3.24307 -0.56417
H -5.33795 -1.44654 -2.20439
H -3.90148 0.09546 -0.87764
H -4.55234 0.89672 1.25800
H -6.75674 0.13088 2.29032
H -10.39859 -2.71792 2.29273
H -11.53718 -4.77127 1.54672
H -10.69435 -6.10066 -0.45907
H -8.79688 -5.02601 -1.69789
O 1.62799 6.04309 -3.46676
C 2.47517 5.73225 -2.60817
C 2.59197 6.59653 -1.41301
C 1.60299 7.56454 -1.23074
C 1.64459 8.36811 -0.06741
C 2.61800 8.17631 0.89335
C 3.58899 7.17260 0.66845
C 3.59646 6.40155 -0.48432
C 4.59414 5.33274 -0.61838
O 5.50944 5.14910 0.09635
C 4.30389 4.31364 -1.74386
C 5.10430 3.12174 -1.74264
C 4.87948 2.18646 -2.70737
C 3.95930 2.45070 -3.71975
C 3.17813 3.60011 -3.71229
C 3.39489 4.58025 -2.72179
H 0.86225 7.79654 -1.94021
H 0.84592 9.08779 0.15306
H 2.56591 8.73003 1.78139
H 4.47694 7.13374 1.34903
H 5.85448 2.93856 -0.98614
H 5.51460 1.34365 -2.76033
H 3.86277 1.68508 -4.47955
H 2.46345 3.85308 -4.47491
O 1.17957 4.16172 0.29667
C 0.99060 3.00148 0.12731
C 1.42985 2.00918 1.10282
C 2.14384 2.51322 2.19685
C 2.56424 1.60878 3.13725
C 2.40483 0.22547 2.96830
C 1.74478 -0.22714 1.81409
C 1.25848 0.68270 0.88708
C 0.55136 0.22513 -0.32557
O 0.35641 -0.95125 -0.40556
C -0.06370 1.17252 -1.27907
C -0.69317 0.73392 -2.44235
C -1.13956 1.66420 -3.36170
C -0.96012 2.97676 -3.13609
C -0.28391 3.42690 -2.04305
C 0.19174 2.55304 -1.07867
H 2.25699 3.57076 2.23602
H 3.05870 1.90616 4.06740
H 2.74237 -0.55612 3.63112
H 1.60308 -1.27839 1.69714
H -0.75043 -0.29530 -2.70222
H -1.66640 1.18390 -4.17273
H -1.35314 3.70538 -3.83083
H -0.13296 4.49783 -1.91039
C 10.53921 -0.51940 2.79233
C 9.21258 -0.74677 2.03439
C 8.80767 0.46904 1.06712
O 8.97840 -0.06325 -0.26432
C 9.30871 -1.33794 -0.18676
O 9.47629 -1.99400 -1.17399
O 9.40925 -1.80059 1.09978
H 11.04547 -1.34634 3.24622
H 10.50237 0.23572 3.54206
H 11.36043 -0.12372 2.16066
H 8.46216 -1.00354 2.77449
H 9.38005 1.41450 1.19282
H 7.69530 0.65768 1.15056
C -0.82764 -6.97661 2.17630
C 0.24602 -5.93769 1.75664
C -0.31461 -4.55036 1.58769
O 0.85063 -3.71585 1.66783
C 1.71199 -4.37036 2.53332
O 2.61976 -3.85305 3.01685
O 1.25680 -5.60482 2.72748
H -1.55526 -7.08928 1.33842
H -1.27008 -6.79077 3.18280
H -0.33263 -7.92391 2.46272
H 0.87317 -6.23107 0.94698
H -0.89370 -4.37727 2.49488
H -0.77402 -4.17657 0.67051
*
```

Summary:
HOMO level   -9.4 eV
Electronic energy   -133232.9124 eV
SMILES   O=C1c2ccccc2C(=O)c2ccccc21.O=C1c2ccccc2C(=O)c2ccccc21.O=C1c2ccccc2C(=O)c2ccccc21.O=C1c2ccccc2C(=O)c2ccccc21.O=C1c2ccccc2C(=O)c2ccccc21.O=C1c2ccccc2C(=O)c2ccccc21.C[C@H]1COC(=O)O1.C[C@H]1COC(=O)O1

---

2.
C6H29NO7S | wB97M-V/def2-TZVPD

Structure (ORCA input):
```
! RIJCOSX wB97M-V def2-TZVPD def2/J DEFGRID3
* xyz 0 1
C 2.53905 -3.81471 0.00089
C 1.03871 -3.52945 -0.28794
C 0.73192 -2.04487 -0.35105
N -0.52172 -1.76307 0.37287
C -1.74293 -2.33021 -0.18574
C -2.62648 -1.17979 -0.78576
C -2.07633 -0.63502 -2.09291
S -2.45268 1.12810 -2.21399
H 3.12558 -2.89558 0.08589
H 2.98918 -4.30983 -0.86579
H 2.80571 -4.35437 0.90680
H 0.76990 -4.03814 -1.21088
H 0.60876 -4.02932 0.58020
H 0.63366 -1.70638 -1.39435
H 1.53098 -1.40627 0.02866
H -0.59948 -0.79173 0.60251
H -1.54406 -3.03025 -0.98941
H -2.35186 -2.74431 0.62028
H -2.75241 -0.42089 -0.01589
H -3.65121 -1.51553 -0.98006
H -2.26338 -1.20637 -3.00663
H -0.98938 -0.71938 -2.18562
H -2.52919 1.19152 -3.53966
O 0.28589 -0.27795 3.64979
H -0.66449 -0.31363 3.50211
H 0.37299 0.65274 3.87461
O -0.32033 2.18343 -0.10659
H -1.11905 2.52412 -0.50032
H -0.29431 1.74498 0.72338
O 2.06092 1.62595 1.09042
H 1.54031 0.89988 0.73439
H 2.58068 1.91665 0.34345
O 0.51377 1.00827 -3.48618
H 1.42016 0.72453 -3.40676
H 0.14629 1.63493 -2.86448
O 1.53301 4.54806 -0.51722
H 0.86044 3.99303 -0.89412
H 1.14671 4.84783 0.30744
O 0.60398 3.75118 1.96099
H 0.90982 4.32414 2.66943
H 1.33836 3.27128 1.52670
O -1.20291 2.03537 3.03026
H -0.67341 2.85976 3.04398
H -1.71118 2.19129 2.22632
*
```

Summary:
Energy above the lowest of the compared OMol25 structures with the same formula, charge and spin   187.9 kJ/mol
HOMO level   -8.5 eV
Electronic energy   -33349.0760 eV
SMILES   CCCNCCCS.O.O.O.O.O.O.O

---

3.
C3H2N2O3 | wB97M-V/def2-TZVPD

Structure (ORCA input):
```
! RIJCOSX wB97M-V def2-TZVPD def2/J DEFGRID3
* xyz 0 1
H 2.75315 -0.64533 -0.26592
N 2.23289 0.11068 -0.10967
C 1.00742 -0.28928 -0.02688
N 0.07526 0.85116 0.16313
C -1.22249 0.74209 0.22952
O -2.17004 1.45013 -0.14205
C -1.24468 -0.89708 0.09106
O -2.11809 -1.68584 -0.10757
O 0.13032 -1.32206 0.15201
H 0.55626 1.68554 0.01638
*
```

Summary:
Energy above the lowest of the compared OMol25 structures with the same formula, charge and spin   245.2 kJ/mol
HOMO level   -10.7 eV
Electronic energy   -12264.4410 eV
SMILES   [H]/N=C1/NC(=O)C(=O)O1

---

- Among the records above, which one has the lowest HOMO level?
  C3H2N2O3